Record 1
Density functional theory data (ωB97M-V with the def2-TZVPD basis set) for 3 unconnected molecules or ions with the total composition C2H6NO3 in a non-equilibrium geometry.

Structure (ORCA input):
```
! wB97M-V def2-TZVPD RIJCOSX def2/J DEFGRID3
* xyz -1 1
O 1.11427 -0.22999 2.53896
C -0.04108 -0.49754 2.09224
N -0.51976 -0.22156 0.90447
C 0.51864 2.21086 -1.95889
O 1.54200 1.62231 -2.13325
H -0.70376 -1.03889 2.76141
H 0.15495 0.28780 0.33665
H 0.35104 3.13454 -2.56891
H -0.28428 2.06822 -1.22859
H -1.24942 -2.96667 -0.23521
H -0.43893 -1.78947 0.05672
O -0.44368 -2.57960 -0.56559
*
```

Output
- LUMO: 3.5 eV
- DFT total energy: -9803.8887 eV
- Energy above the lowest of the compared OMol25 structures with the same formula, charge and spin: 223.06 kJ/mol

Mulliken population analysis, charges in e, atoms 1 to 8: number 1, O, carries -0.738; number 2, C, carries 0.109; number 3, N, carries -0.865; number 4, C, carries -0.078; number 5, O, carries -0.381; number 6, H, carries 0.361; number 7, H, carries 0.234; number 8, H, carries 0.221

Record 2
Density functional theory data (ωB97M-V with the def2-TZVPD basis set) for a molecular structure, C57H51N3P3RhSSi.

Structure (ORCA input):
```
! wB97M-V def2-TZVPD RIJCOSX def2/J DEFGRID3
* xyz 2 5
Rh -0.05520 -0.15915 0.09970
C -1.22269 -4.86976 -0.91448
C -1.23403 -3.92352 -1.93223
C -0.94265 -2.59121 -1.65171
C -0.58353 -2.18817 -0.36081
C -0.62599 -3.13487 0.65913
C -0.91999 -4.46937 0.37921
P 0.34713 0.51087 -2.24962
C 0.49684 -0.16969 -3.92677
C -0.65169 -0.38528 -4.69422
C -0.56240 -1.01369 -5.92854
C 0.66937 -1.44278 -6.40596
C 1.81705 -1.23008 -5.65487
C 1.73195 -0.59834 -4.41920
C 0.24690 2.28982 -2.41823
C 0.43622 2.94627 -3.64026
C 0.29483 4.32231 -3.72702
C -0.03906 5.06260 -2.59981
C -0.22293 4.41973 -1.38107
C -0.08318 3.03603 -1.26690
Si -0.21784 2.22232 0.40559
C 1.27960 2.68519 1.46309
C 1.39358 3.92645 2.10014
C 2.43647 4.19073 2.97626
C 3.38886 3.21618 3.23910
C 3.33803 2.00264 2.57294
C 2.30416 1.74663 1.67609
P 2.29491 0.32215 0.54174
C 3.32280 -0.98304 1.27956
C 4.71428 -0.87671 1.37793
C 5.44223 -1.86713 2.01759
C 4.79671 -2.97262 2.56294
C 3.41942 -3.09215 2.46125
C 2.68889 -2.10075 1.81728
C 3.33976 0.93383 -0.83560
C 3.33119 2.27547 -1.20556
C 4.08584 2.71448 -2.28668
C 4.87427 1.82543 -3.00083
C 4.92073 0.49021 -2.61772
C 4.15629 0.04989 -1.54836
C -1.76323 2.42064 1.44747
C -1.97070 3.45904 2.36242
C -3.07544 3.46722 3.20097
C -3.99772 2.43241 3.14426
C -3.82205 1.39618 2.24063
C -2.71131 1.38228 1.40058
P -2.44209 0.12925 0.09341
C -3.32066 -1.36536 0.63987
C -3.92332 -2.21022 -0.28921
C -4.51052 -3.39775 0.12492
C -4.50426 -3.75036 1.46790
C -3.89725 -2.91939 2.39880
C -3.30189 -1.73731 1.98339
C -3.50730 0.79940 -1.23438
C -3.00844 1.39952 -2.38199
C -3.86455 2.00010 -3.29921
C -5.22979 2.00306 -3.07124
C -5.74069 1.39766 -1.92725
C -4.88870 0.80078 -1.01508
H -1.47885 -5.90105 -1.12070
H -1.49643 -4.21069 -2.94399
H -0.97988 -1.87725 -2.46590
H -0.42404 -2.87060 1.68962
H -0.93473 -5.18579 1.19154
H -1.61861 -0.06048 -4.32666
H -1.45548 -1.16747 -6.52011
H 0.73467 -1.93189 -7.36890
H 2.78100 -1.53556 -6.04223
H 2.63755 -0.38386 -3.85906
H 0.69192 2.37541 -4.52480
H 0.44134 4.81992 -4.67689
H -0.15763 6.13598 -2.66977
H -0.48632 5.01679 -0.51339
H 0.66882 4.70872 1.91617
H 2.49844 5.15388 3.46585
H 4.18373 3.41002 3.94706
H 4.10743 1.26303 2.75548
H 5.22899 -0.02263 0.95466
H 6.51716 -1.77319 2.10015
H 5.37098 -3.73479 3.07368
H 2.90959 -3.94489 2.89088
H 1.61563 -2.19604 1.73516
H 2.73887 2.99549 -0.65355
H 4.06418 3.76166 -2.55891
H 5.47126 2.17316 -3.83345
H 5.57003 -0.20161 -3.14045
H 4.26580 -0.97634 -1.21693
H -1.26665 4.27345 2.44147
H -3.21327 4.27807 3.90418
H -4.85526 2.43218 3.80429
H -4.55257 0.59923 2.19682
H -3.94638 -1.93874 -1.33762
H -4.98375 -4.04478 -0.60238
H -4.97662 -4.66945 1.78935
H -3.89006 -3.18786 3.44740
H -2.83010 -1.09761 2.72009
H -1.94699 1.41093 -2.57162
H -3.45686 2.46681 -4.18724
H -5.89895 2.47503 -3.77858
H -6.80763 1.38888 -1.74724
H -5.30657 0.32715 -0.13590
S -0.19730 -0.09417 2.92467
C -0.06102 -1.49507 3.77236
N 0.06550 -2.48982 4.37110
N 4.52850 -4.20155 -1.29323
C 3.88857 -4.37220 -2.59437
C 2.39927 -4.13266 -2.42849
N 2.24403 -2.90528 -1.58993
H 5.50412 -3.95235 -1.38117
H 4.48422 -5.04631 -0.73589
H 3.01677 -2.93919 -0.90774
H 4.03319 -5.35579 -3.04523
H 4.30191 -3.63238 -3.28288
H 1.91339 -4.94456 -1.89023
H 1.89377 -3.98650 -3.38063
H 2.33829 -2.05476 -2.15295
H 1.33258 -2.84891 -1.12005
*
```

Output
- LUMO (alpha / beta): -4.4 / -7.9 eV
- DFT total energy: -113981.5342 eV
- Energy above the lowest of the compared OMol25 structures with the same formula, charge and spin: 0.00 kJ/mol

Mulliken population analysis, charges in e, atoms 1 to 8: number 1, Rh, carries -1.911; number 2, C, carries -1.071; number 3, C, carries -0.680; number 4, C, carries 0.522; number 5, C, carries 0.682; number 6, C, carries 0.562; number 7, C, carries -1.062; number 8, P, carries 1.802

Record 3
Density functional theory data (ωB97M-V with the def2-TZVPD basis set) for a molecular structure, C20H30KO15 in a non-equilibrium geometry.

Structure (ORCA input):
```
! wB97M-V def2-TZVPD RIJCOSX def2/J DEFGRID3
* xyz 1 1
K 2.00682 -1.31806 -0.33993
C 3.04692 2.18465 7.77663
C 4.25552 2.26445 6.81671
C 5.07818 1.00063 6.47938
O 4.80374 0.80178 5.16486
C 4.06959 1.75517 4.60785
O 3.91456 1.86360 3.37379
O 3.81192 2.72591 5.56048
H 3.18999 1.47756 8.59374
H 2.15010 1.72748 7.35854
H 2.51421 3.13144 7.86537
H 4.85971 3.03250 7.29956
H 4.81798 0.17898 7.14667
H 6.11293 1.32470 6.59061
C 3.57683 -10.94130 -1.27745
C 3.43633 -9.95224 -0.13032
C 4.61679 -9.39125 0.61756
O 4.54697 -7.98232 0.48121
C 3.52678 -7.73852 -0.40133
O 3.30428 -6.56165 -0.68247
O 2.89243 -8.82946 -0.79943
H 3.93712 -11.90112 -0.90727
H 4.26743 -10.61683 -2.05582
H 2.62047 -11.05171 -1.78863
H 2.79503 -10.39887 0.62951
H 5.57292 -9.67337 0.17674
H 4.74709 -9.76480 1.63323
C -7.76204 -1.83593 -1.08917
C -6.70742 -1.58710 -2.24111
C -6.20920 -0.21720 -2.38433
O -4.77263 -0.35773 -1.88748
C -4.44334 -1.60173 -1.63856
O -3.24542 -1.82097 -1.24484
O -5.44687 -2.34421 -1.90474
H -7.61554 -1.37353 -0.11304
H -7.99083 -2.90074 -1.04508
H -8.63295 -1.23801 -1.35774
H -7.06943 -1.89294 -3.22269
H -6.52856 0.51398 -1.64171
H -6.29593 0.09142 -3.42613
C -0.71165 3.94694 0.72235
C -0.21724 4.69420 1.92716
C -0.56513 6.09684 2.07616
O -0.88347 6.32876 3.36535
C -0.86622 5.23151 4.04793
O -0.94899 5.09017 5.27587
O -0.88840 4.24063 3.07942
H -0.58555 2.86428 0.72888
H -0.13867 4.39437 -0.08980
H -1.70581 4.24712 0.39123
H 0.85836 4.54423 2.02042
H -1.40422 6.42141 1.46078
H 0.28629 6.66584 1.70276
C -1.73937 5.67808 -6.10545
C -1.66887 4.24643 -6.48248
C -0.48398 3.83170 -7.40597
O -0.07500 2.52834 -6.90641
C -0.39153 2.54188 -5.59028
O 0.07250 1.69948 -4.77470
O -1.24361 3.49037 -5.32251
H -2.78402 5.96018 -5.97426
H -1.30851 6.30539 -6.88579
H -1.30412 6.00763 -5.16202
H -2.65173 4.00329 -6.88620
H 0.31870 4.56792 -7.36378
H -0.72227 3.59034 -8.44186
*
```

Output
- LUMO: -3.4 eV
- DFT total energy: -68256.2938 eV
- Energy above the lowest of the compared OMol25 structures with the same formula, charge and spin: 667.76 kJ/mol

Mulliken population analysis, charges in e, atoms 1 to 8: number 1, K, carries 0.997; number 2, C, carries -1.447; number 3, C, carries 0.434; number 4, C, carries -0.288; number 5, O, carries -0.309; number 6, C, carries 0.645; number 7, O, carries -0.607; number 8, O, carries -0.333

Record 4
Density functional theory data (ωB97M-V with the def2-TZVPD basis set) for a molecular structure, C4H11N2O2 in a non-equilibrium geometry.

Structure (ORCA input):
```
! wB97M-V def2-TZVPD RIJCOSX def2/J DEFGRID3
* xyz -1 1
C -0.14801 0.78465 -0.57814
N -0.80987 -0.04448 -1.55334
C 0.06257 -0.97035 -2.33259
O 0.91424 -1.73468 -1.66326
C 0.78384 -0.08281 0.31107
N 0.89975 0.24904 1.67026
C -0.63852 0.53481 2.34334
O -1.05811 1.71185 2.15642
H -0.91179 1.15118 0.10457
H 0.41942 1.70671 -0.82654
H -1.29001 0.50356 -2.25410
H 0.57119 -0.38261 -3.13752
H -0.72285 -1.55262 -2.91653
H -0.14439 -1.86540 0.49587
H 0.28518 -1.24747 0.16944
H 1.79081 -0.10025 -0.12008
H 1.28553 -0.53344 2.19180
H -1.13812 -0.38490 1.92887
H -0.38129 0.23966 3.40205
*
```

Output
- LUMO: 2.7 eV
- DFT total energy: -11395.8138 eV
- Energy above the lowest of the compared OMol25 structures with the same formula, charge and spin: 794.49 kJ/mol

Mulliken population analysis, charges in e, atoms 1 to 8: number 1, C, carries -0.609; number 2, N, carries -0.358; number 3, C, carries -0.465; number 4, O, carries -0.791; number 5, C, carries -0.107; number 6, N, carries -0.389; number 7, C, carries -0.332; number 8, O, carries -0.760

Record 5
Density functional theory data (ωB97M-V with the def2-TZVPD basis set) for a molecular structure, C2H6BCa2F6KO in a non-equilibrium geometry.

Structure (ORCA input):
```
! wB97M-V def2-TZVPD RIJCOSX def2/J DEFGRID3
* xyz 2 1
K 3.00419 2.88356 -6.03067
Ca 4.37728 -0.71182 -0.69647
Ca 1.71497 3.79428 0.24572
B 0.33444 -2.79655 -2.17653
F 0.92077 -3.27360 -3.32709
F 0.02598 -1.48211 -2.42055
F -0.64378 -3.64639 -1.73449
F 1.26527 -2.76194 -1.14792
F 3.34234 1.44023 1.73627
F 2.74596 1.90838 -2.16474
C -1.88953 0.02158 2.69627
C -2.17334 1.12475 1.67892
O -1.13490 1.26267 0.87074
H -0.96863 0.28312 3.21746
H -1.72198 -0.90816 2.15258
H -2.74402 -0.18988 3.33910
H -2.55015 2.03477 2.14580
H -2.95560 0.62287 1.10946
H -0.94925 0.39420 0.50619
*
```

Output
- LUMO: -8.8 eV
- DFT total energy: -74390.3116 eV

Mulliken population analysis, charges in e, atoms 1 to 8: number 1, K, carries 0.999; number 2, Ca, carries 1.840; number 3, Ca, carries 1.775; number 4, B, carries 0.544; number 5, F, carries -0.383; number 6, F, carries -0.386; number 7, F, carries -0.345; number 8, F, carries -0.395